[1]
Density functional theory data (ωB97M-V/def2-TZVPD) for a cluster of 4 separate species, C27H35Br2N5O8S in total in a non-equilibrium geometry.

Geometry as XYZ:
```
78
C27H35Br2N5O8S (ωB97M-V/def2-TZVPD)
C -4.930 -0.487 -1.898
C -3.817 -1.324 -2.768
O -2.866 -2.004 -1.874
C -1.524 -2.033 -2.538
C -0.700 -0.609 -2.371
O -0.729 -3.225 -2.208
C -0.417 -3.314 -0.772
Br -0.552 -5.300 -0.324
C 1.148 -2.780 -0.518
S 2.011 -3.044 -2.203
N 1.915 -3.633 0.465
N 3.283 -3.602 0.271
C 1.497 -3.432 1.896
Br 1.458 -5.202 2.890
C 2.345 -2.329 2.750
C 1.723 -0.779 2.659
H -4.704 -0.653 -0.760
H -4.874 0.657 -2.185
H -5.995 -0.915 -2.184
H -3.283 -0.542 -3.484
H -4.298 -2.154 -3.450
H -1.771 -2.115 -3.703
H -0.603 -0.412 -1.216
H -1.283 0.275 -2.920
H 0.384 -0.731 -2.844
H -1.103 -2.675 -0.073
H 1.194 -1.616 -0.298
H 1.834 -4.416 -2.575
H 3.767 -4.113 1.067
H 3.634 -2.607 0.209
H 0.362 -3.063 1.898
H 3.498 -2.308 2.556
H 2.218 -2.624 3.900
H 2.148 -0.238 3.634
H 2.021 -0.224 1.671
H 0.568 -0.882 2.833
C 8.039 0.357 0.486
C 8.286 -0.244 1.722
C 7.345 -0.145 2.748
C 6.153 0.557 2.525
C 5.906 1.168 1.288
C 6.856 1.065 0.270
N 5.148 0.643 3.592
O 5.412 0.106 4.678
O 4.093 1.244 3.344
H 8.773 0.272 -0.313
H 9.211 -0.793 1.883
H 7.552 -0.619 3.705
H 4.987 1.720 1.102
H 6.672 1.533 -0.695
C -2.314 1.288 6.690
C -2.085 0.221 5.819
C -2.212 0.403 4.441
C -2.565 1.664 3.942
C -2.802 2.735 4.815
C -2.675 2.540 6.191
N -2.675 1.869 2.493
O -2.476 0.892 1.755
O -2.956 3.006 2.090
H -2.208 1.142 7.764
H -1.805 -0.753 6.216
H -2.030 -0.439 3.776
H -3.082 3.718 4.442
H -2.855 3.366 6.876
C -3.098 5.046 -5.495
C -2.247 3.945 -5.385
C -2.758 2.651 -5.496
C -4.129 2.469 -5.723
C -4.988 3.572 -5.826
C -4.465 4.862 -5.710
N -4.669 1.112 -5.866
O -3.880 0.162 -5.749
O -5.880 0.993 -6.098
H -2.694 6.053 -5.414
H -1.183 4.097 -5.216
H -2.081 1.804 -5.409
H -6.055 3.445 -5.996
H -5.123 5.724 -5.792
```

## Properties
electronic energy: -7471.2273 hartree
lowest unoccupied orbital energy: -0.0343 Ha
structure (SMILES): CCO[C@@H](C)O[C@@H](Br)[C@H](S)N(N)[C@@H](Br)CC.O=[N+]([O-])c1ccccc1.O=[N+]([O-])c1ccccc1.O=[N+]([O-])c1ccccc1
strongest force on any atom: 3.8 eV Å⁻¹
HOMO-LUMO gap: 0.2596 Ha

[2]
Density functional theory data (ωB97M-V/def2-TZVPD) for a structure of composition C43H57CsF5GeN2O3SbSi3Te in a non-equilibrium geometry.

Geometry as XYZ:
```
117
C43H57CsF5GeN2O3SbSi3Te (ωB97M-V/def2-TZVPD)
Cs 3.053 -1.368 -1.570
C -0.720 0.398 2.246
Sb 0.919 0.243 0.815
C 2.071 -0.895 2.218
C 3.491 -0.673 2.191
C 4.397 -1.246 3.101
C 5.756 -1.066 2.910
C 6.200 -0.337 1.820
C 5.245 0.243 0.990
N 3.941 0.114 1.183
Si 1.397 -2.569 2.705
C -0.228 -2.982 1.851
C 2.601 -3.912 2.184
C 1.120 -2.660 4.570
C 1.450 2.424 0.827
C 2.201 2.617 -0.482
C 3.190 3.583 -0.676
C 3.807 3.696 -1.910
C 3.417 2.868 -2.948
C 2.399 1.968 -2.693
N 1.808 1.848 -1.509
Si 2.313 3.062 2.379
C 1.949 4.892 2.720
C 4.198 2.980 2.345
C 1.755 2.174 3.941
Si -0.206 3.308 0.475
C -1.252 3.656 2.017
C 0.119 4.976 -0.340
C -1.279 2.393 -0.762
H -1.037 -0.616 2.481
H -1.566 0.924 1.806
H -0.416 0.894 3.165
H 4.026 -1.836 3.930
H 6.463 -1.518 3.596
H 7.246 -0.220 1.573
H 5.550 0.830 0.131
H -0.328 -2.539 0.854
H -1.102 -2.695 2.440
H -0.268 -4.068 1.724
H 2.692 -3.923 1.095
H 2.223 -4.890 2.497
H 3.604 -3.784 2.589
H 0.577 -1.776 4.915
H 2.063 -2.713 5.119
H 0.529 -3.544 4.828
H 3.484 4.239 0.132
H 4.604 4.416 -2.052
H 3.914 2.881 -3.907
H 2.049 1.283 -3.463
H 2.340 5.537 1.928
H 2.469 5.163 3.645
H 0.891 5.117 2.853
H 4.611 3.979 2.510
H 4.604 2.595 1.413
H 4.561 2.330 3.146
H 0.750 2.468 4.250
H 2.441 2.459 4.745
H 1.787 1.088 3.838
H -0.902 3.140 2.911
H -2.279 3.330 1.832
H -1.275 4.727 2.229
H 0.715 5.645 0.285
H -0.846 5.459 -0.527
H 0.629 4.858 -1.298
H -1.564 1.377 -0.487
H -0.761 2.333 -1.721
H -2.200 2.971 -0.900
F 7.381 -0.136 -3.545
Te 6.407 -0.981 -2.129
F 5.184 -2.476 -1.002
F 5.808 -2.163 -3.550
F 8.008 -2.206 -2.007
F 7.493 0.296 -0.945
O 4.964 0.151 -2.289
O -1.450 -1.133 -1.013
C -0.563 -1.300 -1.903
O 0.587 -1.741 -1.718
C -0.961 -0.873 -3.321
C -2.327 -0.215 -3.291
Ge -3.560 -1.187 -2.122
C -3.258 -3.113 -1.934
C -3.011 -3.874 -3.074
C -2.771 -5.240 -2.989
C -2.790 -5.871 -1.754
C -3.051 -5.128 -0.610
C -3.280 -3.762 -0.702
C -4.008 -0.271 -0.444
C -3.287 -0.477 0.733
C -3.621 0.194 1.902
C -4.672 1.101 1.913
C -5.390 1.329 0.747
C -5.064 0.641 -0.416
C -5.345 -1.215 -3.045
C -5.600 -0.646 -4.291
C -6.857 -0.723 -4.886
C -7.892 -1.380 -4.241
C -7.661 -1.960 -2.999
C -6.405 -1.876 -2.417
H -0.910 -1.743 -3.982
H -0.197 -0.178 -3.680
H -2.748 -0.058 -4.286
H -2.226 0.771 -2.829
H -2.997 -3.398 -4.050
H -2.559 -5.809 -3.887
H -2.593 -6.934 -1.681
H -3.057 -5.610 0.361
H -3.454 -3.194 0.204
H -2.431 -1.142 0.719
H -3.041 0.020 2.802
H -4.923 1.633 2.823
H -6.206 2.043 0.740
H -5.645 0.823 -1.313
H -4.810 -0.121 -4.817
H -7.024 -0.267 -5.856
H -8.872 -1.443 -4.700
H -8.462 -2.479 -2.485
H -6.244 -2.335 -1.446
```

## Properties
electronic energy: -5981.2850 hartree
net charge: -2
lowest unoccupied orbital energy (alpha / beta): 0.1197 / 0.1321 Ha
strongest force on any atom: 2.4 eV Å⁻¹
HOMO-LUMO gap (alpha / beta): 0.1887 / 0.2317 Ha

[3]
Density functional theory data (ωB97M-V/def2-TZVPD) for a structure of composition C34H40I2N6PTi in a non-equilibrium geometry.

Geometry as XYZ:
```
84
C34H40I2N6PTi (ωB97M-V/def2-TZVPD)
Ti -0.584 -0.370 -0.023
C -4.159 2.166 -0.821
C -3.008 1.426 -0.256
N -2.561 0.316 -0.735
C -3.265 -0.304 -1.839
C -2.724 -1.712 -2.044
N -1.297 -1.623 -2.302
C -0.574 -2.854 -2.029
C 0.900 -2.622 -1.636
N 1.111 -1.245 -1.141
C 2.371 -1.097 -0.387
C 2.031 -1.075 1.104
N 0.990 -0.089 1.251
C 0.952 0.823 2.153
C 1.957 1.092 3.213
C -0.254 1.674 2.065
C -0.520 2.800 2.847
C -1.728 3.462 2.669
C -2.611 3.027 1.690
C -2.245 1.940 0.896
N -1.109 1.267 1.119
H -4.068 2.226 -1.907
H -4.238 3.172 -0.429
H -5.096 1.644 -0.615
H -3.119 0.291 -2.753
H -4.342 -0.340 -1.632
H -3.223 -2.188 -2.894
H -2.944 -2.300 -1.133
H -0.932 -0.837 -1.744
H -0.622 -3.478 -2.927
H -1.076 -3.399 -1.212
H 1.568 -2.814 -2.486
H 1.161 -3.332 -0.844
H 1.204 -0.681 -1.993
H 2.845 -0.145 -0.650
H 3.080 -1.903 -0.606
H 2.926 -0.876 1.702
H 1.599 -2.046 1.390
H 2.533 0.208 3.469
H 1.475 1.466 4.114
H 2.653 1.859 2.860
H 0.195 3.163 3.570
H -1.974 4.322 3.276
H -3.556 3.528 1.551
I 3.194 0.891 -3.542
C 1.589 2.310 -3.584
I 0.272 2.199 -1.858
H 0.977 2.124 -4.458
H 2.001 3.312 -3.587
N -1.062 -1.715 0.957
P -1.486 -2.526 2.280
C -0.713 -4.168 2.402
C -0.234 -4.649 3.619
C 0.278 -5.934 3.694
C 0.294 -6.746 2.571
C -0.215 -6.279 1.368
C -0.721 -4.995 1.281
C -3.281 -2.768 2.259
C -3.840 -3.893 2.855
C -5.214 -4.064 2.832
C -6.018 -3.126 2.203
C -5.457 -2.003 1.609
C -4.087 -1.816 1.639
C -1.044 -1.621 3.803
C -2.052 -1.067 4.587
C -1.749 -0.546 5.835
C -0.440 -0.553 6.292
C 0.573 -1.074 5.499
C 0.274 -1.615 4.260
H -0.276 -4.040 4.509
H 0.646 -6.304 4.638
H 0.679 -7.750 2.641
H -0.236 -6.922 0.502
H -1.156 -4.643 0.356
H -3.209 -4.628 3.332
H -5.658 -4.928 3.302
H -7.086 -3.267 2.173
H -6.095 -1.276 1.129
H -3.614 -0.941 1.198
H -3.075 -1.080 4.237
H -2.541 -0.169 6.465
H -0.211 -0.174 7.276
H 1.588 -1.092 5.868
H 1.054 -2.083 3.673
```

## Properties
electronic energy: -3433.5847 hartree
net charge: +3
lowest unoccupied orbital energy: -0.3556 Ha
strongest force on any atom: 2.4 eV Å⁻¹
HOMO-LUMO gap: 0.2510 Ha

[4]
Density functional theory data (ωB97M-V/def2-TZVPD) for a cluster of 2 separate species, C4H7NO2 in total in a non-equilibrium geometry.

Geometry as XYZ:
```
14
C4H7NO2 (ωB97M-V/def2-TZVPD)
C 0.923 -0.538 -0.385
C 0.960 0.731 -0.408
C 0.796 -1.481 0.809
C 1.088 2.003 -0.519
N -2.576 -0.327 0.184
O -2.951 -0.088 1.282
O -1.932 0.770 -0.398
H 0.855 -1.156 -1.204
H 1.771 -1.973 0.939
H 0.292 -2.412 0.450
H 0.211 -1.035 1.705
H 0.316 2.638 -0.822
H -1.733 0.492 -1.336
H 1.981 2.375 -0.298
```

## Properties
electronic energy: -361.6541 hartree
lowest unoccupied orbital energy: 0.0090 Ha
structure (SMILES): C=C=CC.O=NO
strongest force on any atom: 4.2 eV Å⁻¹
HOMO-LUMO gap: 0.3517 Ha